C6H8BrN3 | ωB97M-V with the def2-TZVPD basis set

Structure (XYZ):
```
18
Properties=species:S:1:pos:R:3:forces:R:3
C 2.5469 -1.4914 1.6884 1.853 0.067 -1.355
C 2.2191 -1.3924 0.2591 0.915 -0.080 -0.143
C 1.2216 -0.7485 -0.2685 2.268 -1.767 -0.735
C 0.0565 0.7928 1.6693 1.697 1.098 -0.469
C -0.5719 0.6395 0.2466 -0.484 1.428 -0.067
C -0.5239 -0.5947 -1.9158 -0.002 1.797 0.012
N 1.7323 -0.8521 2.4183 0.584 0.742 1.906
N 0.6191 -0.4817 1.9394 -2.527 -0.857 0.895
N 0.2134 -0.0925 -0.7256 0.413 0.185 -0.704
Br 3.7884 -2.1181 -0.7960 -0.386 0.069 -0.268
H 3.5752 -1.8544 2.0441 -2.032 0.415 -0.363
H 0.7529 1.7164 1.8615 -1.033 -1.574 -0.787
H -0.7798 0.8944 2.3286 -0.622 0.360 0.537
H -1.4450 0.0201 0.2602 -0.992 -0.125 1.021
H -0.8883 1.6161 -0.1807 0.334 -0.420 0.320
H -0.7600 -1.6682 -1.8194 -0.170 0.572 -0.085
H -1.4078 0.1219 -1.9492 0.717 -1.451 -0.332
H 0.1046 -0.3779 -2.8116 -0.533 -0.460 0.617
```
Positions in Å, forces in eV/Å.

Results
DFT total energy: -80857.56894 eV
Max |F|: 2.97 eV Å⁻¹
Frontier orbital gap (spin up / spin down): 7.330 / 6.682 eV
2S+1: 3

CH6N4O3 | ωB97M-V with the def2-TZVPD basis set

Structure (XYZ):
```
14
Properties=species:S:1:pos:R:3:forces:R:3
C -0.6666 -0.6079 0.2659 -4.496 1.934 -0.669
N -0.7361 0.7520 0.5342 -0.694 -0.157 0.367
N -1.6908 -1.3043 -0.2070 1.376 -0.146 0.167
N 2.1217 0.7435 -0.9370 1.728 -2.867 -1.390
N 0.3978 -1.1452 0.8289 2.137 -3.413 1.156
O -1.7392 1.6558 0.1206 -0.409 -0.935 -0.592
O -2.8466 -0.5346 -0.5632 0.746 2.181 0.490
O 2.5793 -0.0056 0.2080 1.040 0.079 0.026
H 0.1283 1.2015 0.6578 1.007 0.383 0.193
H 1.5304 0.0792 -1.5168 0.347 1.229 1.065
H 1.5776 1.4027 -0.4988 -2.063 1.855 0.316
H 1.3506 -0.6679 0.8014 0.014 0.515 -0.809
H 0.5223 -2.1464 0.6130 -0.403 0.889 0.034
H -2.5288 0.5770 -0.3070 -0.331 -1.547 -0.354
```
Positions in Å, forces in eV/Å.

Results
DFT total energy: -13229.71581 eV
Max |F|: 4.94 eV Å⁻¹
Frontier orbital gap: 6.000 eV
Total charge: -2
ΔE to the lowest compared entry with this formula, charge and spin: 11.8 kJ/mol

C8H12NO | ωB97M-V with the def2-TZVPD basis set

Structure (XYZ):
```
22
Properties=species:S:1:pos:R:3:forces:R:3
C -2.6739 -0.9721 -0.3318 -1.867 2.033 1.263
C 4.3477 -0.1647 -0.1194 0.921 -0.247 2.182
C 3.1186 -0.5997 -0.2939 -0.909 -1.958 -2.422
C -0.5030 -0.0799 -0.5333 0.739 -1.906 -0.394
C -2.6450 0.4779 -0.0102 -0.640 -4.855 -0.724
C -3.6442 1.3917 0.5352 1.964 -0.048 0.267
C 1.9574 0.2283 0.0874 -0.259 -0.037 1.137
C 0.6504 -0.5702 0.3269 -0.480 0.607 0.325
N -1.5679 -1.5275 -0.5690 0.617 1.849 -0.019
O -1.4120 0.8761 -0.1910 2.741 1.253 0.565
H -3.5876 -1.4953 -0.2152 -0.891 -0.709 -0.082
H 5.1989 -0.8060 -0.0929 0.517 -0.590 -1.293
H 4.6258 0.6932 0.5163 -0.840 0.029 -0.503
H 2.8103 -1.5260 -0.9850 1.225 1.727 1.832
H -0.3653 -0.1152 -1.5989 0.439 0.380 -0.501
H -4.2132 0.9202 1.3150 -0.138 -0.085 0.558
H -4.3067 1.5610 -0.2837 -0.627 1.276 -0.395
H -2.9280 2.1786 0.9216 -1.784 -0.013 -0.434
H 2.3227 0.8981 0.8823 -0.897 -0.307 0.111
H 1.7429 0.8530 -0.7177 -0.246 1.422 -1.628
H 0.3203 -0.6180 1.3618 0.081 0.122 0.167
H 0.7519 -1.6034 -0.0043 0.330 0.056 -0.012
```
Positions in Å, forces in eV/Å.

Results
DFT total energy: -12014.58479 eV
Max |F|: 4.95 eV Å⁻¹
Frontier orbital gap (spin up / spin down): 9.582 / 4.305 eV
2S+1: 3
Total charge: +1
ΔE to the lowest compared entry with this formula, charge and spin: 99.7 kJ/mol